Record 1
Computed, not measured: a structure of composition C23H40Cl3N4O3SiTm, with the ωB97M-V functional and the def2-TZVPD basis.

Its total energy is -4100.5493 hartree. The energy relative to the best compared isomer or geometry (same formula, charge and spin) is 527.6 kJ/mol. The calculation puts the maximum force at 0.087 hartree/bohr. The expectation value of S² is 2.002. The calculation puts the LUMO energy at 0.1 eV. The value obtained for the HOMO energy is -4.4 eV.

Geometry as ORCA input:
```
! wB97M-V def2-TZVPD RIJCOSX def2/J DEFGRID3
* xyz 0 3
H -1.596 3.810 2.132
H -0.571 1.879 -4.728
H -1.757 3.197 -4.578
H 2.449 -3.781 -1.528
H -2.051 -2.773 -4.474
H -0.001 -4.104 -4.346
C 0.342 -4.188 1.716
H 1.683 5.988 2.977
O -0.343 -1.569 -1.833
H -2.054 5.944 2.629
C -1.297 2.337 -4.042
C -1.083 6.229 3.063
H 3.159 0.139 -1.767
H 3.750 -3.631 -0.302
H -1.950 -1.185 4.908
C -1.592 3.840 -1.356
C -0.694 -4.256 2.658
N 0.096 -0.020 2.751
C 1.165 3.872 -2.902
H -1.163 4.749 -0.889
C -1.033 -2.791 0.256
H 3.615 -1.257 -2.816
H 1.958 3.622 -2.186
H 1.675 4.278 3.502
N 2.898 -1.760 -0.949
H 0.965 -3.397 -0.221
C 3.300 -3.159 -1.193
C -1.849 -2.161 -3.595
C -1.142 -0.110 3.285
H -2.647 -3.513 3.184
H 1.092 4.979 -2.909
C -0.524 -4.843 -3.712
H -2.046 0.369 2.946
C 0.169 -3.449 0.530
H -2.906 -2.179 1.086
C 0.885 -0.913 3.450
Cl 0.608 1.102 -1.457
H 1.109 5.582 4.606
H -2.107 1.635 -3.781
H -2.722 -1.530 -3.370
C -1.328 -2.101 -1.072
H -2.489 4.201 -1.900
C -0.891 -4.194 -2.434
O 2.031 -0.145 0.434
H -0.630 7.046 2.479
H 1.290 -4.702 1.893
C -2.010 -2.775 1.263
C -1.855 -3.511 2.433
H 0.441 -2.207 5.213
C 2.401 -1.332 0.210
H -1.224 6.573 4.101
C 2.900 -0.875 -2.091
H 1.523 3.615 -3.915
Cl -1.640 0.979 0.590
H -2.161 -1.402 -0.991
H -1.373 -5.229 -4.298
C 0.162 -1.482 4.456
Cl 2.440 3.617 0.606
H 4.038 -3.171 -2.007
H -1.035 -1.456 -3.828
N -1.137 -0.973 4.344
H -0.569 -4.820 3.577
H 1.894 -0.878 -2.532
C -0.602 3.886 2.610
H 2.357 -2.079 1.021
C 1.154 5.235 3.569
H 1.919 -1.074 3.173
N -0.204 5.069 3.051
Si -0.412 2.882 -2.502
H -1.943 3.192 -0.526
C -1.391 -2.932 -2.372
H 0.161 -5.680 -3.529
O 0.145 2.865 2.711
Tm 0.853 1.597 1.041
H -0.604 -4.719 -1.524
*
```

These are the Mulliken partial charges, in e, on atoms 1 to 8: H 0.29; H 0.29; H 0.37; H 0.30; H 0.41; H 0.32; C -1.05; H 0.32

Record 2
Computed, not measured: a structure of composition C22H29F3NO19S2, with the ωB97M-V functional and the def2-TZVPD basis.

Its total energy is -3435.6518 hartree. The calculation puts the maximum force at 0.106 hartree/bohr. The calculation puts the LUMO energy at -5.5 eV. The value obtained for the HOMO energy is -11.9 eV.

Geometry as ORCA input:
```
! wB97M-V def2-TZVPD RIJCOSX def2/J DEFGRID3
* xyz 1 1
H 3.487 4.709 -1.329
H -2.798 -1.396 -1.740
F 1.394 -0.286 -2.913
O -0.018 5.293 0.980
H -4.532 -0.964 -2.084
H -5.140 -6.281 -0.789
O -5.375 -2.057 -0.607
H -2.597 -5.258 -0.581
O -9.051 -7.869 -2.796
C 12.114 3.116 0.560
C -2.609 3.591 5.647
C -1.809 0.746 -2.582
O 6.676 2.532 -0.035
C -8.861 -5.600 -3.001
C 0.605 -0.847 -1.914
H 9.574 3.081 -0.593
O -3.038 0.246 5.286
H -2.959 4.049 4.717
H 9.101 2.392 0.975
O 2.175 5.473 1.501
H 4.662 0.111 -2.237
H 3.250 0.332 -1.180
C -9.665 -6.673 -2.331
O -2.088 2.298 5.356
H -1.667 0.081 -3.493
H 10.466 0.872 -0.865
O -7.584 -6.207 -3.157
C -3.565 -0.566 -1.625
H -4.553 4.005 6.507
C 9.945 2.608 0.320
N 0.173 1.770 -0.605
C -3.086 1.401 5.589
H -10.719 -6.643 -2.611
S -1.183 2.184 1.996
C -3.566 -4.905 -0.228
H 4.416 -0.475 0.755
H -3.794 -0.369 -0.519
H -8.790 -4.694 -2.398
F 1.382 -1.352 -0.876
H 5.250 -1.427 -0.493
O -6.936 -8.356 -3.428
C -7.778 -7.554 -3.153
H 10.783 0.686 0.874
O -3.645 -3.484 -0.291
H -1.506 1.804 -2.912
C 2.961 5.376 -0.644
O 4.781 1.716 -0.959
H -1.844 4.229 6.089
O -5.624 -4.270 -0.999
F -0.109 -1.936 -2.454
C -4.924 -3.168 -0.630
H -3.400 3.265 7.639
O 1.566 5.087 -0.624
C 5.009 -0.416 -0.162
O -4.143 1.989 6.208
C -3.731 3.294 6.598
H 4.182 5.826 1.085
C 5.953 1.612 -0.274
H -9.587 -6.637 -1.241
S -0.632 0.325 -1.173
O -3.170 0.718 -2.194
C 4.337 0.393 -1.231
C 3.367 5.168 0.784
C 10.779 1.394 0.040
H -3.703 -5.220 0.810
H -4.391 -5.437 -2.161
C 1.134 5.286 0.650
O 13.104 3.747 0.775
H -9.251 -5.339 -3.989
C -0.431 2.014 0.547
C -4.693 -5.342 -1.115
H 3.103 6.408 -0.975
O 10.865 3.489 0.954
O 12.086 1.932 -0.111
H 3.651 4.133 0.993
O 6.192 0.327 0.103
*
```

These are the Mulliken partial charges, in e, on atoms 1 to 8: H 0.24; H 0.31; F -0.18; O -0.54; H 0.39; H 0.31; O -0.60; H 0.30

Record 3
Computed, not measured: a structure of composition C2F6KO6S2, with the ωB97M-V functional and the def2-TZVPD basis.

Its total energy is -2523.3155 hartree. The energy relative to the best compared isomer or geometry (same formula, charge and spin) is 138.7 kJ/mol. The calculation puts the maximum force at 0.087 hartree/bohr. The calculation puts the LUMO energy at 1.5 eV. The value obtained for the HOMO energy is -6.3 eV.

Geometry as ORCA input:
```
! wB97M-V def2-TZVPD RIJCOSX def2/J DEFGRID3
* xyz -1 1
S 3.096 -2.169 0.466
O -1.492 2.785 -1.546
F -4.386 2.646 -1.277
F 3.262 0.393 1.436
K 0.310 -1.117 -2.222
O -1.814 2.098 0.833
F -4.375 0.947 0.070
O 4.469 -2.561 0.447
O 2.308 -3.341 0.926
F -3.933 0.728 -2.092
O -1.286 0.484 -0.915
C 2.645 -0.732 1.738
F 2.917 -1.131 3.066
C -3.801 1.506 -1.037
O 2.691 -1.721 -0.914
S -1.943 1.760 -0.641
F 1.333 -0.575 1.662
*
```

These are the Mulliken partial charges, in e, on atoms 1 to 8: S 1.05; O -0.68; F -0.21; F -0.19; K 1.02; O -0.67; F -0.23; O -0.64